Entry 1:
121
Properties=species:S:1:pos:R:3:lowdin_charge:R:1 method="wB97M-V/def2-TZVPD" e_homo_ev=-2.9 orbital_gap_ev=6.2437 de_lowest_ev=12.596 charge=-2
K 2.086 3.009 1.434 0.62
O -7.399 8.123 -1.639 -0.38
Cl -7.742 6.891 -0.996 0.64
O -6.548 6.218 -0.421 -0.41
O -8.298 6.005 -1.992 -0.39
O -8.739 7.167 0.013 -0.38
C -3.535 -5.714 -0.130 -0.03
C -2.940 -4.584 -0.985 -0.25
C -3.746 -3.351 -1.010 -0.03
C -3.378 -2.139 -1.510 -0.22
C -4.235 -0.919 -1.377 -0.03
C -2.087 -2.091 -2.225 -0.18
C -1.396 -3.319 -2.407 -0.24
C -0.001 -3.085 -3.020 -0.02
C -1.784 -4.500 -1.745 -0.05
C -1.777 -0.825 -2.942 -0.24
C -2.453 -0.709 -4.135 -0.02
C -2.495 0.552 -4.776 -0.07
C -1.972 1.616 -4.177 -0.03
C -1.378 1.563 -2.841 -0.19
C -1.212 0.296 -2.225 -0.25
Ge -0.718 0.184 -0.406 0.18
S -2.067 1.658 0.633 0.49
S 1.520 0.351 0.058 0.26
Ge 1.110 -1.063 1.807 -0.09
S 0.683 -0.076 3.587 0.07
S -0.707 -1.840 0.646 0.30
C 2.505 -2.488 1.826 -0.23
C 2.083 -3.862 2.323 -0.15
C 3.138 -4.785 2.563 -0.09
C 4.280 -4.576 1.901 -0.14
C 4.624 -3.386 1.386 -0.04
C 3.668 -2.347 1.389 -0.28
C 4.122 -1.007 0.771 -0.17
C 4.134 -0.897 -0.614 -0.37
C 3.730 -2.030 -1.381 -0.07
C 4.795 0.167 -1.179 -0.02
C 5.195 1.284 -0.437 -0.25
C 5.497 2.572 -1.149 -0.06
C 5.184 1.108 0.928 -0.04
C 4.652 0.045 1.541 -0.23
C 4.594 0.050 3.055 -0.01
C 0.771 -4.279 2.999 -0.17
C -0.088 -5.034 2.313 -0.26
C 0.381 -5.584 0.857 0.03
C -1.119 -5.598 2.954 0.01
C -1.578 -4.877 4.173 -0.18
C -3.107 -5.095 4.533 -0.04
C -0.744 -4.031 4.897 -0.01
C 0.596 -3.760 4.352 -0.19
C 1.495 -3.127 5.303 -0.08
C -0.984 2.884 -2.300 -0.16
C 0.376 3.314 -2.534 -0.17
C 1.392 2.413 -3.262 -0.01
C 0.751 4.555 -2.003 -0.02
C -0.148 5.490 -1.499 -0.26
C 0.343 6.814 -1.031 -0.05
C -1.528 5.096 -1.469 0.02
C -1.964 3.833 -1.894 -0.25
C -3.430 3.593 -2.040 -0.05
H -4.571 -5.356 0.086 0.08
H -3.003 -5.951 0.777 0.04
H -3.409 -6.420 -0.990 0.09
H -4.893 -3.357 -0.636 0.16
H -4.559 -0.652 -0.396 0.07
H -5.176 -0.990 -1.829 0.07
H -3.762 -0.006 -1.653 0.05
H 0.848 -3.031 -2.156 0.13
H -0.196 -2.427 -3.614 -0.07
H 0.309 -4.063 -3.716 0.14
H -0.887 -5.187 -1.858 0.13
H -2.957 -1.655 -4.410 0.14
H -2.734 0.567 -5.777 0.08
H -2.008 2.577 -4.740 0.14
H 2.562 -5.720 2.974 0.16
H 4.679 -5.716 1.569 0.17
H 5.402 -3.291 0.533 0.14
H 2.883 -2.375 -1.060 -0.01
H 4.687 -2.797 -1.717 0.18
H 3.198 -1.785 -2.320 0.09
H 4.690 0.083 -2.282 0.13
H 6.063 2.181 -2.058 0.09
H 6.209 3.208 -0.549 0.09
H 4.584 3.137 -1.460 0.08
H 5.523 1.753 1.674 0.10
H 3.667 -0.447 3.342 0.04
H 4.572 1.152 3.456 0.13
H 5.455 -0.288 3.459 0.04
H -0.476 -5.406 0.559 -0.08
H 0.900 -6.656 0.974 0.13
H 1.139 -4.633 0.647 0.13
H -1.857 -5.991 2.482 0.02
H -3.455 -6.060 5.144 0.12
H -3.834 -4.877 3.894 0.00
H -3.187 -4.246 5.147 0.03
H -0.918 -3.688 6.025 0.15
H 2.437 -3.488 5.255 0.02
H 1.156 -3.609 6.432 0.15
H 1.551 -2.008 5.241 0.03
H 0.973 2.339 -4.247 0.07
H 1.325 1.397 -2.770 0.07
H 2.349 2.816 -3.332 0.05
H 1.763 4.916 -2.054 0.11
H -0.171 7.308 -0.236 0.07
H 0.199 7.524 -1.928 0.12
H 1.361 6.715 -0.663 0.05
H -2.228 5.783 -0.973 0.12
H -4.029 4.149 -1.350 0.07
H -3.586 2.546 -1.709 0.05
H -3.877 3.682 -3.053 0.10
O -4.367 8.015 0.004 -0.14
H -4.652 7.227 0.569 0.05
H -5.029 8.136 -0.729 0.02
O 3.290 5.531 1.445 -0.46
O 4.302 4.553 0.974 -0.44
C 3.537 6.875 1.106 -0.19
H 2.658 7.469 1.305 0.06
H 3.897 6.921 0.071 0.07
H 4.345 7.258 1.760 0.07
O -2.707 -0.316 2.426 -0.10
N -2.394 0.799 2.445 -0.22



Entry 2:
121
Properties=species:S:1:pos:R:3:lowdin_charge:R:1 method="wB97M-V/def2-TZVPD" e_homo_ev=-9.7 orbital_gap_ev=7.7472 de_lowest_ev=0.678 charge=+1
Sc -0.057 -0.347 -0.229 0.27
S 0.621 1.674 -1.870 0.34
P -1.397 1.624 -2.046 0.45
C -2.036 0.187 -1.291 -0.57
P -2.728 0.636 0.222 0.44
S -1.368 1.386 1.546 0.36
C -3.538 -0.862 0.888 -0.37
C -3.468 -2.073 0.211 -0.12
C -4.132 -3.188 0.704 -0.07
C -4.862 -3.101 1.880 -0.07
C -4.936 -1.893 2.562 -0.07
C -4.282 -0.776 2.061 -0.09
C -4.193 1.721 0.201 -0.35
C -5.202 1.391 -0.706 -0.09
C -6.380 2.118 -0.725 -0.07
C -6.556 3.176 0.163 -0.08
C -5.552 3.507 1.059 -0.08
C -4.365 2.780 1.079 -0.11
C -2.093 3.251 -1.631 -0.35
C -3.317 3.629 -2.187 -0.09
C -3.904 4.829 -1.819 -0.07
C -3.274 5.657 -0.898 -0.07
C -2.049 5.294 -0.356 -0.07
C -1.460 4.089 -0.719 -0.12
C -1.749 1.520 -3.832 -0.36
C -2.449 0.435 -4.347 -0.10
C -2.707 0.355 -5.713 -0.08
C -2.264 1.359 -6.560 -0.08
C -1.564 2.447 -6.048 -0.07
C -1.310 2.531 -4.688 -0.09
H -2.889 -2.132 -0.698 0.07
H -4.074 -4.131 0.173 0.11
H -5.384 -3.970 2.261 0.11
H -5.512 -1.820 3.476 0.10
H -4.356 0.174 2.583 0.11
H -5.049 0.565 -1.392 0.11
H -7.165 1.862 -1.426 0.11
H -7.480 3.742 0.152 0.11
H -5.688 4.335 1.744 0.11
H -3.569 3.044 1.765 0.07
H -3.805 2.986 -2.908 0.11
H -4.857 5.118 -2.246 0.11
H -3.741 6.590 -0.603 0.11
H -1.550 5.948 0.349 0.11
H -0.503 3.797 -0.307 0.06
H -2.798 -0.325 -3.658 0.08
H -3.263 -0.485 -6.113 0.10
H -2.470 1.301 -7.622 0.11
H -1.217 3.229 -6.713 0.11
H -0.771 3.380 -4.282 0.11
C 2.469 2.511 0.759 -0.33
As 2.186 0.640 1.241 1.07
C 1.927 0.991 3.150 -0.30
C 4.064 0.026 1.264 -0.44
C 5.037 0.852 0.702 -0.13
C 6.353 0.429 0.575 -0.08
C 6.717 -0.833 1.019 -0.08
C 5.760 -1.651 1.602 -0.10
C 4.434 -1.245 1.723 -0.43
As 3.059 -2.370 2.542 1.15
C 4.186 -3.392 3.785 -0.32
C 2.942 -3.777 1.184 -0.31
H 2.756 2.622 -0.280 -0.01
H 3.211 2.960 1.412 0.04
H 1.514 3.016 0.896 0.01
H 2.709 1.661 3.499 0.04
H 1.964 0.062 3.714 -0.02
H 0.956 1.466 3.289 -0.01
H 4.777 1.837 0.345 0.08
H 7.092 1.085 0.130 0.11
H 7.740 -1.175 0.918 0.11
H 6.056 -2.628 1.967 0.09
H 4.928 -3.990 3.257 0.02
H 3.530 -4.064 4.337 0.01
H 4.687 -2.730 4.490 0.03
H 3.935 -4.083 0.854 0.03
H 2.366 -3.418 0.334 -0.02
H 2.422 -4.627 1.627 0.03
C -1.361 -3.375 -3.090 -0.15
P 0.241 -2.676 -2.684 0.61
C 1.401 -4.036 -2.792 -0.17
C 0.597 -1.481 -3.977 -0.17
O 0.161 -2.077 -1.276 -0.53
H -1.298 -3.943 -4.021 0.07
H -2.085 -2.566 -3.197 0.05
H -1.671 -4.035 -2.278 0.06
H 1.454 -4.373 -3.829 0.07
H 1.039 -4.850 -2.160 0.07
H 2.379 -3.711 -2.446 0.01
H -0.099 -1.625 -4.808 0.06
H 1.620 -1.591 -4.329 0.05
H 0.473 -0.477 -3.573 0.00
C -1.905 0.955 5.535 0.01
C -1.103 -0.259 5.199 -0.26
C -0.386 -1.001 6.095 0.03
C 0.305 -2.123 5.612 -0.29
N 0.266 -2.491 4.337 0.10
C -0.424 -1.748 3.462 -0.77
S -0.531 -2.170 1.816 0.65
N -1.105 -0.663 3.915 0.10
C 1.170 -2.937 6.522 -0.02
H -1.555 1.402 6.462 0.09
H -2.954 0.676 5.666 0.10
H -1.850 1.691 4.731 0.08
H -0.349 -0.723 7.139 0.13
H -1.501 -0.050 3.193 -0.01
H 0.802 -2.926 7.547 0.08
H 2.178 -2.510 6.517 0.09
H 1.243 -3.959 6.155 0.09
S 3.034 -1.150 -1.650 0.69
C 4.326 -0.423 -2.444 -0.70
N 4.236 0.894 -2.797 0.07
C 5.198 1.584 -3.460 -0.07
C 6.358 0.975 -3.802 -0.06
C 6.524 -0.386 -3.455 -0.04
C 5.538 -1.067 -2.803 -0.08
H 3.367 1.346 -2.543 0.09
H 4.979 2.616 -3.695 0.13
H 7.128 1.518 -4.329 0.11
H 7.448 -0.889 -3.715 0.12
H 5.644 -2.107 -2.532 0.11



Entry 3:
113
Properties=species:S:1:pos:R:3:lowdin_charge:R:1 method="wB97M-V/def2-TZVPD" e_homo_ev=-9.1 orbital_gap_ev=7.1984 de_lowest_ev=0.190 charge=+1
Ca 1.118 -0.382 0.101 0.84
C 1.233 3.465 1.787 -0.54
C 1.951 3.935 0.531 -0.48
S 1.902 2.693 -0.792 0.79
C 3.646 2.683 -1.261 -0.53
C 4.670 2.260 -0.206 -0.49
S 4.261 0.711 0.625 0.82
C 4.442 1.121 2.359 -0.53
C 3.488 2.180 2.907 -0.49
S 1.759 1.886 2.463 0.80
H 0.190 3.309 1.541 0.00
H 1.277 4.216 2.576 0.10
H 2.991 4.194 0.727 0.07
H 1.448 4.834 0.170 0.08
H 3.897 3.681 -1.622 0.09
H 3.679 2.007 -2.110 0.02
H 4.797 3.026 0.559 0.07
H 5.632 2.127 -0.698 0.08
H 5.473 1.417 2.555 0.09
H 4.272 0.172 2.861 0.02
H 3.750 3.171 2.536 0.07
H 3.564 2.204 3.993 0.08
C -1.222 -4.922 0.177 -0.08
C 0.190 -4.458 -0.165 -0.38
C 1.071 -5.682 -0.448 -0.05
C 0.821 -3.596 0.919 -0.21
C 0.158 -3.244 2.097 -0.03
C 0.801 -2.526 3.101 -0.04
C 2.134 -2.143 2.989 -0.27
C 2.826 -1.441 4.127 -0.04
C 2.798 -2.477 1.805 -0.07
C 2.151 -3.175 0.790 -0.07
H -1.648 -5.458 -0.672 0.09
H -1.894 -4.104 0.425 0.05
H -1.206 -5.614 1.025 0.10
H 0.153 -3.860 -1.083 0.11
H 1.265 -6.229 0.478 0.10
H 2.033 -5.407 -0.886 0.06
H 0.569 -6.358 -1.142 0.09
H -0.863 -3.565 2.259 0.11
H 0.263 -2.298 4.014 0.11
H 2.465 -0.414 4.240 0.07
H 3.904 -1.418 3.980 0.08
H 2.631 -1.953 5.069 0.09
H 3.844 -2.219 1.676 0.11
H 2.712 -3.433 -0.104 0.11
C -1.638 -0.272 3.735 -0.09
C -2.971 0.390 3.498 -0.31
C -3.947 0.353 4.491 -0.04
C -5.176 0.970 4.312 -0.06
C -5.453 1.638 3.127 -0.07
C -4.495 1.675 2.123 -0.12
C -3.260 1.057 2.304 -0.34
Sb -1.843 1.170 0.730 1.54
C -3.166 0.558 -0.824 -0.32
C -4.126 1.431 -1.332 -0.13
C -5.055 0.996 -2.269 -0.07
C -5.025 -0.319 -2.704 -0.07
C -4.058 -1.183 -2.217 -0.05
C -3.120 -0.763 -1.282 -0.30
C -2.079 -1.744 -0.811 -0.09
C -1.897 3.249 0.284 -0.36
C -1.744 3.580 -1.067 -0.15
C -1.774 4.902 -1.486 -0.07
C -1.962 5.906 -0.547 -0.07
C -2.079 5.585 0.798 -0.04
C -2.031 4.264 1.243 -0.31
C -2.100 4.005 2.731 -0.05
H -1.598 -0.723 4.727 0.08
H -0.812 0.442 3.661 0.05
H -1.455 -1.060 3.003 0.04
H -3.737 -0.165 5.420 0.11
H -5.918 0.927 5.098 0.11
H -6.408 2.127 2.982 0.11
H -4.717 2.200 1.201 0.09
H -4.158 2.463 -1.007 0.09
H -5.801 1.683 -2.647 0.11
H -5.751 -0.673 -3.425 0.11
H -4.024 -2.207 -2.572 0.12
H -2.297 -2.744 -1.179 0.08
H -2.019 -1.799 0.281 0.06
H -1.094 -1.476 -1.221 0.04
H -1.614 2.796 -1.806 0.08
H -1.656 5.142 -2.536 0.11
H -2.011 6.942 -0.860 0.11
H -2.207 6.378 1.529 0.12
H -1.693 4.854 3.280 0.09
H -1.536 3.115 3.026 0.06
H -3.127 3.852 3.068 0.09
C -2.108 -0.165 -4.802 -0.10
C -1.541 -1.422 -4.634 -0.09
C -0.322 -1.562 -3.978 -0.11
C 0.369 -0.447 -3.482 -0.37
C -0.232 0.809 -3.653 -0.14
C -1.452 0.952 -4.305 -0.09
Si 2.003 -0.512 -2.505 0.57
C 3.085 -1.964 -3.044 -0.36
C 2.641 -3.292 -2.959 -0.15
C 3.431 -4.357 -3.382 -0.09
C 4.705 -4.117 -3.880 -0.09
C 5.181 -2.814 -3.943 -0.09
C 4.378 -1.754 -3.535 -0.12
H -3.053 -0.056 -5.318 0.10
H -2.047 -2.299 -5.023 0.11
H 0.108 -2.554 -3.885 0.09
H 0.280 1.698 -3.289 0.07
H -1.885 1.937 -4.441 0.10
H 2.721 0.671 -3.060 -0.04
H 1.659 -3.510 -2.545 0.06
H 3.052 -5.371 -3.326 0.10
H 5.322 -4.941 -4.217 0.10
H 6.178 -2.622 -4.322 0.10
H 4.767 -0.743 -3.605 0.09



Entry 4:
119
Properties=species:S:1:pos:R:3:lowdin_charge:R:1 method="wB97M-V/def2-TZVPD" e_homo_ev="0.0 / 0.1" orbital_gap_ev="3.6724 / 3.5296" charge=-2
Rb 0.000 0.000 0.000 0.77
C -0.774 2.297 2.338 -0.15
O -1.393 1.154 1.782 -0.33
C -2.637 0.778 2.151 -0.24
C -3.413 1.465 3.101 -0.02
C -4.667 0.990 3.474 -0.11
C -5.155 -0.165 2.889 -0.12
C -4.387 -0.830 1.926 -0.02
C -3.103 -0.385 1.518 -0.14
N -2.296 -1.062 0.506 0.00
N -2.976 -2.064 0.142 0.06
C -2.560 -2.968 -0.879 -0.08
C -1.324 -2.887 -1.570 -0.34
O -0.448 -1.994 -1.367 -0.33
C -1.086 -3.882 -2.543 0.01
C -1.982 -4.904 -2.844 -0.03
C -3.194 -4.988 -2.176 -0.21
C -4.097 -6.021 -2.487 -0.05
C -5.320 -6.128 -1.833 -0.13
C -5.653 -5.199 -0.859 -0.11
C -4.758 -4.171 -0.546 -0.02
C -3.502 -4.024 -1.185 -0.09
H -0.957 2.417 3.410 0.11
H -1.078 3.191 1.786 0.10
H 0.308 2.177 2.218 -0.12
H -3.058 2.374 3.572 0.10
H -5.254 1.518 4.220 0.09
H -6.129 -0.557 3.166 0.09
H -4.816 -1.724 1.491 0.08
H -0.142 -3.843 -3.088 0.11
H -1.706 -5.623 -3.609 0.11
H -3.842 -6.753 -3.250 0.10
H -6.006 -6.930 -2.084 0.08
H -6.603 -5.265 -0.338 0.09
H -5.051 -3.463 0.221 0.08
C -0.196 -0.375 4.840 -0.27
P 0.481 -0.360 3.140 1.07
C 1.300 1.470 3.011 -0.34
N 1.652 1.662 4.325 0.05
C 2.231 2.810 4.701 -0.27
C 2.588 3.001 6.031 -0.06
C 3.191 4.184 6.459 -0.15
C 3.440 5.193 5.539 -0.15
C 3.084 5.004 4.203 -0.06
C 2.482 3.827 3.773 -0.27
N 2.153 3.682 2.481 0.06
C 1.562 2.526 2.041 -0.40
P 1.285 2.919 0.107 1.02
C 0.762 4.673 0.165 -0.29
C 3.029 2.992 -0.596 -0.70
C 2.892 3.126 -2.130 -0.16
C 3.896 4.154 -0.093 -0.12
C 3.756 1.668 -0.299 -0.14
C 1.985 -1.486 3.239 -0.68
C 2.880 -1.265 4.465 -0.11
C 1.473 -2.943 3.265 -0.23
C 2.836 -1.306 1.968 -0.17
H 0.531 -0.157 5.624 0.02
H -0.628 -1.357 5.059 0.04
H -1.004 0.359 4.924 0.03
H 2.389 2.207 6.747 0.09
H 3.461 4.312 7.504 0.08
H 3.909 6.122 5.853 0.08
H 3.277 5.791 3.478 0.09
H 1.449 5.333 0.701 0.02
H -0.215 4.751 0.652 0.02
H 0.652 5.065 -0.851 0.03
H 2.392 4.059 -2.414 0.08
H 2.318 2.297 -2.563 -0.06
H 3.876 3.125 -2.614 0.08
H 3.450 5.130 -0.311 0.06
H 4.876 4.142 -0.585 0.07
H 4.090 4.099 0.981 0.06
H 3.174 0.796 -0.620 -0.02
H 3.967 1.558 0.770 0.07
H 4.721 1.624 -0.819 0.09
H 2.344 -1.425 5.406 0.07
H 3.318 -0.263 4.488 0.07
H 3.720 -1.971 4.461 0.07
H 0.870 -3.148 4.157 0.08
H 2.309 -3.653 3.270 0.08
H 0.857 -3.174 2.387 -0.09
H 3.300 -0.316 1.936 0.06
H 2.243 -1.429 1.053 -0.03
H 3.650 -2.040 1.932 0.10
H 2.491 -0.022 0.638 0.11
Cl 0.428 -5.221 2.046 0.62
C 1.301 -4.512 0.683 -0.83
Cl 0.821 -2.831 0.423 0.94
H 1.081 -5.088 -0.219 0.12
H 2.373 -4.547 0.890 0.09
C 2.746 0.757 -4.150 -0.26
P 1.718 0.352 -2.683 0.98
C 2.478 -1.174 -2.034 -0.35
C 1.704 -2.104 -1.321 -0.30
C 2.276 -3.264 -0.788 -0.34
C 3.638 -3.505 -0.943 -0.07
C 4.427 -2.583 -1.622 -0.11
C 3.853 -1.425 -2.157 -0.11
C 0.203 -0.215 -3.524 -0.39
C -0.928 0.616 -3.485 -0.21
C -2.108 0.255 -4.141 -0.10
C -2.174 -0.944 -4.845 -0.11
C -1.060 -1.779 -4.896 -0.13
C 0.122 -1.414 -4.246 -0.12
H 3.728 1.132 -3.845 0.02
H 2.268 1.548 -4.737 0.05
H 2.895 -0.106 -4.806 0.04
H 0.639 -1.935 -1.169 -0.23
H 1.655 -3.972 -0.246 -0.16
H 4.084 -4.403 -0.524 0.10
H 5.495 -2.757 -1.731 0.09
H 4.510 -0.720 -2.658 0.09
H -0.900 1.561 -2.945 -0.07
H -2.971 0.914 -4.104 0.09
H -3.091 -1.226 -5.355 0.09
H -1.108 -2.716 -5.445 0.09
H 0.979 -2.080 -4.313 0.10
H -1.252 1.494 -1.678 -0.05